{"formula": "C21H26NO2RhS3", "method": "ωB97M-V with the def2-TZVPD basis set", "symbols": ["C", "H", "C", "C", "H", "H", "H", "C", "S", "C", "Rh", "H", "C", "H", "H", "H", "H", "H", "H", "H", "H", "H", "C", "C", "C", "O", "H", "C", "H", "H", "C", "H", "C", "C", "N", "C", "C", "H", "H", "C", "C", "H", "C", "C", "H", "H", "H", "O", "C", "H", "S", "H", "C", "S"], "coordinates": [[-0.90091, 1.08745, 1.35418], [4.85696, -3.67113, 0.53258], [-0.81723, 1.48372, 3.78948], [4.69743, 0.09725, -0.68224], [3.18449, -3.71411, 1.08892], [-2.26118, -2.83203, -3.39146], [-5.49644, 1.40605, -1.29587], [-3.94251, -1.73517, -2.62504], [-2.75224, 2.04362, -2.30178], [-0.12967, 1.66942, 4.97435], [-2.37246, 0.39263, -0.61222], [-4.11090, -1.19601, -3.55437], [-1.47744, 1.50204, -3.47268], [-2.30456, -0.32739, -4.30818], [3.04340, 1.61767, 3.76605], [-4.81551, 2.35868, -3.44221], [2.37816, -2.47923, 2.69682], [-6.08255, 0.37787, -2.60101], [-1.61458, 2.05854, -4.40028], [-0.55593, -0.18913, -4.37569], [-1.89816, 1.42784, 3.77627], [1.90694, 2.16706, 0.78578], [-0.12960, 1.35894, 2.58362], [-4.29318, 1.47133, -3.08744], [1.27150, 1.40548, 2.58956], [-0.38236, 1.13940, 0.18457], [-4.03510, 0.87140, -3.95695], [1.26015, 1.70982, 4.96843], [-0.55023, 1.84158, -3.00954], [-0.67468, 1.78586, 5.90335], [4.80510, -1.21825, -0.22372], [5.35761, 0.45942, -1.46019], [-1.43098, 0.01985, -3.76165], [3.75733, 0.91531, -0.13384], [2.02498, 1.36228, 1.37775], [1.95954, 1.57593, 3.78068], [3.97977, -1.72398, 0.78520], [1.80485, 1.86015, 5.89410], [2.29008, -0.89138, 3.43366], [4.13090, -3.17679, 1.17609], [-2.53415, -2.25819, -2.50563], [1.10356, -1.35891, 2.22507], [2.93018, 0.45155, 0.92648], [2.16135, -1.43506, 2.49971], [3.64926, 1.94353, -0.46838], [5.55136, -1.86967, -0.66314], [4.47699, -3.27912, 2.20775], [-2.13021, 0.76782, 1.45503], [3.04642, -0.89482, 1.40617], [-4.63622, -2.57482, -2.60009], [-4.41510, -0.65004, -1.23520], [-2.43215, -2.91045, -1.63835], [-5.18430, 0.74592, -2.10444], [-1.26780, -0.98973, -2.25003]], "forces_ev_per_angstrom": [[0.6896, 0.3670, 0.5666], [-0.0275, 0.0360, 0.0261], [-0.1593, 0.0140, 0.2923], [0.2048, -0.4422, -0.0596], [0.0480, -0.0004, -0.0006], [0.0129, -0.0603, -0.0021], [-0.0898, 0.0387, 0.0081], [-0.1854, 0.0285, 0.0053], [0.2359, -1.2650, 0.8444], [-0.2740, -0.0307, -0.0454], [2.1809, 0.3970, -0.6447], [0.0057, -0.0206, -0.0147], [0.0900, 0.1786, -0.0894], [-0.0053, 0.0246, -0.0434], [-0.0969, 0.0111, -0.0282], [0.0181, 0.0653, -0.0605], [-0.0280, -0.0022, -0.0203], [-0.0385, 0.0221, -0.0029], [0.0263, 0.0755, -0.0120], [0.0162, -0.0201, -0.0491], [0.0510, 0.0408, 0.0430], [-0.1614, 0.0131, -0.1365], [-0.1237, -0.0310, -0.6113], [-0.0151, 0.0816, -0.0469], [0.7204, 0.1455, -0.6420], [-1.7120, -0.4929, -0.6316], [-0.0399, -0.0207, 0.0020], [0.1958, -0.0260, 0.0057], [0.0280, 0.0513, -0.0216], [0.0434, -0.0247, -0.0742], [0.0188, -0.0503, -0.0352], [-0.0380, -0.0304, 0.0236], [0.0468, -0.1949, -0.0732], [-0.4490, 0.1032, 0.4608], [-1.1160, 0.2077, 0.5933], [0.0331, -0.1587, 0.2630], [0.3272, -0.0374, -0.2036], [-0.0620, 0.0146, -0.0765], [-0.0046, -0.0740, 0.0367], [0.0375, 0.1278, 0.0279], [0.1704, -0.0876, 0.0541], [0.0107, 0.0268, 0.0431], [0.8087, -0.6443, -0.1758], [0.0010, 0.1381, -0.1267], [0.0188, -0.0762, 0.0527], [-0.0522, 0.0124, 0.0157], [-0.0341, -0.0033, -0.0544], [-0.8837, -0.3591, -0.1685], [-0.2208, 0.6099, -0.1203], [-0.0484, -0.0088, -0.0403], [0.6187, 0.6479, 0.4287], [0.0501, -0.0792, -0.0085], [-0.1918, -0.0774, 0.0413], [-0.6516, 0.8397, 0.4856]], "mulliken_charge": [1.90, 0.40, -0.69, -0.91, 0.37, 0.47, 0.47, -0.65, 0.00, -0.70, 0.54, 0.36, -0.69, 0.41, 0.51, 0.48, 0.47, 0.46, 0.50, 0.51, 0.47, 0.21, 0.45, -0.67, -0.37, -0.90, 0.35, -0.44, 0.44, 0.43, -0.82, 0.43, -0.76, -0.87, 0.15, -0.30, 0.71, 0.44, 0.26, -1.62, -0.80, 0.20, 0.41, -0.95, 0.45, 0.38, 0.38, -1.14, 0.98, 0.49, -0.06, 0.46, -0.70, 0.08], "energy_ev": -63282.454, "total_charge": 2, "molar_mass_g_mol": 523.6, "e_homo_ev": [-12.00, -12.00], "spin_multiplicity": 1, "orbital_gap_ha": [0.098, 0.098], "de_lowest_ev": 1.361}

---

{"formula": "C21H27AsKN3O4S2", "method": "ωB97M-V with the def2-TZVPD basis set", "symbols": ["H", "N", "H", "O", "C", "H", "C", "H", "O", "H", "H", "C", "H", "As", "C", "N", "H", "H", "H", "C", "C", "H", "H", "H", "C", "H", "O", "C", "K", "C", "O", "H", "C", "C", "C", "H", "N", "C", "C", "H", "H", "C", "S", "C", "C", "C", "C", "H", "H", "S", "H", "H", "H", "C", "H", "C", "H", "H", "H"], "coordinates": [[-2.66477, -2.55706, -3.63413], [1.54330, 0.43960, 0.10403], [-3.59410, 1.87125, -1.83851], [-2.01687, -0.05732, 0.98666], [2.21922, 0.23656, 1.22477], [0.30213, -3.69815, 3.52656], [-2.09787, -0.86788, 4.50531], [-0.40272, -3.43389, 5.86054], [1.48020, 4.56129, -0.92389], [2.05431, -0.71695, 1.70980], [4.88349, 2.74166, -0.97106], [2.24753, -4.09844, -3.20472], [-4.78857, 0.54603, -1.77651], [-2.74535, -0.12438, -3.06324], [-3.73218, 0.79998, -1.68832], [0.91127, -2.88183, -1.79400], [-3.63235, 1.36320, -4.88151], [5.63968, 4.12746, -1.81156], [-4.10205, 0.65027, 3.09447], [1.66731, 1.60898, -0.49578], [3.23595, 2.39406, 1.12572], [-2.77702, -0.07903, 4.79608], [0.57331, -2.87963, -3.86492], [3.89917, 3.15431, 1.51423], [-2.25856, -0.03205, 2.20321], [3.66616, 5.37166, -1.49861], [-0.39976, -2.22809, 1.58108], [-3.11306, -2.01182, -2.79809], [-0.55581, -1.11843, -0.39997], [4.99154, 3.83329, -0.97432], [5.55484, 4.27745, 0.24835], [-2.68518, -2.39197, -1.86391], [-3.18064, 1.06955, 2.69694], [-0.76832, -2.74909, 5.10619], [-1.72149, -0.97592, 3.15044], [1.71092, -3.22964, 0.09774], [3.71028, 4.42276, -1.15795], [1.76455, -3.38687, -0.96463], [-0.81220, -2.03629, 2.75761], [-3.41591, 1.72350, 1.85805], [-4.19351, -2.17291, -2.78809], [3.08306, 1.17563, 1.76863], [-0.71761, 0.31848, -3.20246], [1.18959, -3.25715, -3.06488], [2.50200, 2.62217, -0.03267], [2.50261, 3.92777, -0.75693], [-3.70171, 0.28749, -4.70119], [-2.71459, 1.65440, 3.48463], [-3.22227, -0.24119, -5.52913], [2.95800, -4.39160, -1.67468], [-4.74807, -0.01015, -4.62066], [-1.95760, -1.60920, 6.50225], [6.46637, 3.97375, 0.30486], [-1.64492, -1.72185, 5.47367], [2.63900, -4.53101, -4.10512], [-0.37136, -2.90018, 3.81300], [-3.34340, 0.51813, -0.71081], [1.07258, 1.76131, -1.38668], [3.61143, 0.95797, 2.68408]], "forces_ev_per_angstrom": [[-0.0775, 0.0960, 0.1389], [-0.0783, -0.1008, -0.0251], [0.0131, -0.0659, 0.0096], [-1.0324, 0.5931, 1.1027], [0.3076, -0.0058, 0.3081], [0.0208, -0.0191, -0.0230], [-0.0259, -0.0182, 0.1636], [0.0316, -0.0544, 0.0481], [-0.0140, -0.1733, -0.2193], [-0.0090, -0.0953, 0.0763], [0.0119, 0.1654, -0.0628], [0.0486, 0.1031, 0.0116], [0.0091, -0.0189, 0.0169], [-0.2454, -0.0240, -0.2605], [0.0408, 0.0502, -0.1040], [-0.1040, 0.1699, 0.2389], [0.0081, -0.1560, 0.0567], [-0.1468, -0.0691, 0.1253], [-0.1077, -0.0320, 0.0543], [0.1109, 0.4486, -0.1241], [-0.1038, -0.0708, -0.0613], [-0.0203, 0.0159, 0.0329], [-0.0092, -0.0015, -0.1020], [0.0029, 0.0108, 0.0173], [-0.0649, 0.1831, -0.2739], [-0.0027, -0.0209, -0.0146], [0.2181, -0.5203, 0.7301], [0.0337, -0.1180, -0.0044], [0.6439, -0.1333, -1.8993], [0.0973, -0.2617, -0.3254], [0.0563, 0.1664, 0.1979], [-0.0832, 0.1866, -0.1891], [0.0271, 0.0435, -0.1879], [0.1471, -0.1783, -0.0417], [0.1981, -0.2398, 0.0187], [-0.0105, 0.0323, 0.2874], [0.2057, 0.1399, -0.1526], [0.1611, -0.2671, 0.1994], [-0.1500, 0.0952, 0.2590], [0.0220, -0.0586, 0.0393], [0.0894, 0.0045, 0.0023], [-0.0727, 0.0171, -0.0179], [-0.0508, 0.0563, -0.1518], [0.1244, -0.3304, -0.5566], [-0.0670, -0.3106, -0.0671], [-0.0624, 0.3561, 0.5356], [0.1051, 0.0126, -0.0329], [0.0400, 0.0811, 0.0837], [-0.0599, 0.0679, 0.1504], [-0.1549, 0.0696, -0.0777], [0.0480, 0.0085, 0.0170], [-0.0238, 0.0279, 0.0146], [0.0292, -0.0110, -0.0240], [-0.2476, 0.2680, 0.1703], [0.0702, -0.0383, -0.1194], [0.1042, -0.1302, 0.0095], [0.0223, 0.0165, 0.0421], [-0.0554, 0.0446, -0.1087], [0.0314, -0.0072, 0.0689]], "mulliken_charge": [0.32, 0.05, 0.36, -0.49, -0.30, 0.40, -0.62, 0.38, -0.64, 0.37, 0.41, -0.21, 0.42, 0.51, -0.52, 0.01, 0.35, 0.35, 0.42, -0.38, 0.06, 0.31, 0.35, 0.51, 0.84, 0.25, -0.56, -0.90, 1.36, -0.51, -0.53, 0.22, -1.61, -0.33, 0.37, 0.30, -0.14, -0.14, 0.04, 0.31, 0.39, -0.97, -0.48, -0.69, 0.06, 0.16, -1.09, 0.42, 0.34, -0.15, 0.38, 0.38, 0.31, -0.81, 0.41, -0.68, -0.12, 0.33, 0.42], "energy_ev": -133710.827, "total_charge": 0, "molar_mass_g_mol": 563.6, "e_homo_ev": -6.81, "spin_multiplicity": 1, "orbital_gap_ha": 0.260, "de_lowest_ev": 0.729}